DFT (ωB97M-V with the def2-TZVPD basis set) results for C37H40Li2O17S as an isolated structure.

XYZ file:
```
97
Properties=species:S:1:pos:R:3:forces:R:3
Li 52.345000 39.095000 34.061000 0.289 0.543 0.231
Li 58.124000 40.372000 34.572000 0.252 0.394 -0.571
S 55.098000 40.496000 34.073000 -0.696 7.587 -3.117
O 56.279000 39.971000 34.605000 4.022 -2.052 1.859
O 55.415000 41.238000 32.839000 0.268 -0.747 0.071
O 54.135000 39.519000 33.738000 -4.241 -3.393 0.038
O 54.490000 41.506000 34.945000 -0.338 -0.320 0.690
C 58.785000 38.334000 32.941000 5.805 -2.289 6.238
O 59.527000 39.313000 33.638000 1.368 1.714 -0.390
H 59.375000 37.413000 33.157000 -1.680 -0.313 0.589
H 58.808000 38.296000 32.012000 0.703 1.115 -8.920
H 57.851000 38.480000 33.163000 -5.360 -0.268 1.998
H 60.403000 39.457000 33.200000 -1.255 0.010 0.592
C 60.105000 41.755000 31.465000 0.140 -0.982 -3.459
C 60.864000 41.378000 30.278000 -3.551 -1.073 1.836
C 60.298000 40.623000 29.246000 1.091 2.351 -0.721
C 58.927000 40.606000 29.205000 -0.294 -3.432 -2.568
C 58.169000 41.011000 30.242000 -3.486 -0.566 -1.157
C 58.717000 41.571000 31.345000 0.748 0.187 3.241
O 57.958000 41.735000 32.500000 6.564 0.745 0.759
O 61.060000 40.287000 28.115000 5.185 5.868 7.286
H 60.663000 42.126000 32.310000 -0.424 0.296 0.177
H 61.847000 41.578000 30.281000 3.510 0.556 -0.073
H 58.458000 39.914000 28.398000 0.517 1.641 1.171
H 57.053000 40.807000 30.082000 1.673 0.589 0.935
H 57.084000 41.667000 32.391000 -5.774 -0.519 -1.087
H 60.594000 39.793000 27.626000 -5.591 -5.942 -6.022
C 54.121000 42.194000 27.142000 -1.092 -1.528 6.988
C 54.931000 42.487000 28.277000 -6.163 -3.287 0.394
C 54.550000 42.135000 29.547000 -0.653 0.004 1.913
C 53.322000 41.468000 29.757000 2.852 2.310 -7.325
C 52.597000 41.069000 28.672000 -2.959 -0.690 -0.724
C 52.984000 41.454000 27.352000 1.102 -0.060 1.517
O 52.294000 40.976000 26.347000 -5.379 -0.665 3.941
O 55.275000 42.505000 30.658000 0.364 0.168 -0.700
H 54.509000 42.404000 26.282000 1.765 1.281 -5.312
H 55.709000 42.995000 28.106000 6.197 3.785 -0.919
H 53.046000 41.057000 30.552000 -1.974 -2.621 7.319
H 51.543000 40.470000 28.901000 3.001 1.516 -1.077
H 52.645000 40.882000 25.556000 3.157 -0.244 -5.437
H 55.110000 41.984000 31.490000 -0.325 0.238 -0.938
C 50.123000 42.692000 34.440000 2.062 -4.018 4.682
C 51.415000 42.198000 34.831000 1.208 1.764 -0.075
C 51.566000 41.552000 36.055000 -3.947 -1.712 0.079
C 50.302000 41.110000 36.662000 2.107 -1.504 0.746
C 49.032000 41.557000 36.278000 2.313 -2.630 3.580
C 49.030000 42.383000 35.235000 -0.837 2.312 -2.956
O 47.809000 42.868000 34.883000 -1.600 -1.594 0.440
O 52.681000 41.106000 36.634000 0.172 0.243 -0.249
H 50.042000 43.433000 33.806000 -0.379 3.278 -3.716
H 52.400000 42.565000 34.394000 -1.653 -0.384 -0.020
H 50.486000 40.250000 37.424000 -0.709 1.931 -0.930
H 48.228000 41.265000 36.981000 0.074 0.416 -1.226
H 47.724000 43.753000 34.614000 0.517 1.712 -0.559
H 53.430000 41.339000 36.024000 0.000 -0.384 0.408
C 57.467000 44.304000 37.332000 1.491 -0.813 -2.142
C 58.820000 44.830000 36.987000 -5.521 -1.809 0.556
C 59.143000 44.880000 35.656000 -4.646 -2.478 1.958
C 58.308000 44.283000 34.688000 -2.801 -0.475 5.619
C 57.069000 43.668000 34.957000 1.806 2.083 2.230
C 56.650000 43.730000 36.320000 -1.044 -0.082 -0.624
O 55.365000 43.285000 36.613000 -0.410 -0.677 -0.758
O 60.217000 45.386000 35.268000 3.736 -0.363 -5.983
H 57.146000 44.152000 38.355000 0.055 0.410 0.021
H 59.308000 45.177000 37.848000 1.345 0.678 0.516
H 58.594000 44.122000 33.789000 2.396 -0.191 -6.104
H 56.437000 43.415000 34.128000 -0.242 -0.558 -0.032
H 54.882000 42.737000 35.843000 2.293 1.645 1.858
H 60.655000 45.949000 35.797000 2.010 2.835 3.202
C 55.412000 37.879000 39.865000 -0.675 1.421 -1.349
C 55.946000 37.480000 38.624000 -0.847 4.534 -1.239
C 55.951000 38.486000 37.546000 -0.729 -0.356 3.588
C 55.300000 39.765000 37.821000 0.977 -1.685 -1.109
C 54.710000 40.133000 39.000000 1.711 -0.868 2.613
C 54.872000 39.179000 40.082000 -2.133 1.169 -0.127
O 54.331000 39.578000 41.360000 -2.005 0.544 -0.689
O 56.685000 38.260000 36.436000 0.192 -1.508 1.384
H 55.362000 37.046000 40.513000 -0.147 -0.071 1.504
H 56.415000 36.541000 38.597000 0.501 -1.033 -0.619
H 55.315000 40.569000 37.122000 0.353 0.154 -0.942
H 54.509000 41.247000 39.191000 -0.222 -2.035 -0.293
H 53.393000 40.095000 41.331000 3.594 -1.973 -0.625
H 56.476000 38.947000 35.839000 -0.418 1.101 -1.441
C 56.011000 35.825000 31.536000 0.064 0.817 0.309
C 56.462000 35.646000 30.190000 -0.906 2.464 -0.071
C 56.269000 36.798000 29.271000 -1.011 -0.985 -0.045
C 55.496000 38.023000 29.646000 3.592 -6.485 2.875
C 55.221000 38.017000 31.019000 -1.799 1.018 -0.905
C 55.362000 37.013000 31.980000 1.500 -0.022 -3.198
O 54.892000 37.257000 33.192000 0.700 -3.807 1.522
O 56.637000 36.708000 27.907000 -1.291 3.813 2.237
H 56.241000 35.099000 32.307000 -0.201 -0.397 -0.242
H 56.867000 34.623000 29.926000 -0.282 1.684 -0.059
H 55.148000 38.642000 28.918000 -0.709 2.019 -1.650
H 54.552000 38.781000 31.376000 0.070 0.793 -0.063
H 54.483000 38.077000 33.418000 0.155 1.423 -0.627
H 56.875000 35.886000 27.607000 0.832 -3.275 -0.530
```
Forces are in eV/Å.

Output
- Highest occupied orbital energy: -0.273 Ha
- Maximum force: 10.7 eV Å⁻¹
- Energy above the lowest of the compared OMol25 structures with the same formula, charge and spin: 0.465 eV
- Energy: -85062.6740 eV
- LUMO level: -1.2 eV